No. 1
Entry from the OMol25 dataset: a structure of composition C31H24F5NO6Sm (the ωB97M-V functional and the def2-TZVPD basis).

Properties
largest force on an atom: 1.7 eV Å⁻¹
HOMO-LUMO gap (spin up / spin down): 8.0 / 8.0 eV
multiplicity: 6
<S²>: 8.759
net charge: -1

Last column: Mulliken spin population.
Geometry (Å):
1 Sm -0.189 -0.387 0.445  5.043
2 C 0.096 4.000 -1.430  -0.002
3 C 1.364 4.461 -1.105  0.000
4 C 2.225 3.648 -0.396  0.000
5 C 1.823 2.367 -0.017  0.001
6 N 0.592 1.941 -0.331  -0.010
7 C -0.239 2.730 -1.010  0.001
8 C 2.687 1.421 0.751  0.012
9 C 4.007 1.771 1.050  -0.002
10 C 4.810 0.915 1.787  0.002
11 C 4.274 -0.282 2.254  -0.003
12 C 2.963 -0.609 1.938  -0.003
13 C 2.132 0.195 1.150  -0.020
14 H -0.611 4.603 -1.983  0.000
15 H 1.679 5.455 -1.402  0.000
16 H 3.207 4.012 -0.133  0.000
17 H -1.222 2.321 -1.216  0.001
18 H 4.430 2.714 0.719  0.000
19 H 5.839 1.180 1.999  0.000
20 H 4.883 -0.958 2.847  0.000
21 H 2.575 -1.552 2.318  0.000
22 O -1.452 1.287 1.546  -0.005
23 C -1.088 0.778 2.645  -0.010
24 O -0.477 -0.329 2.725  -0.005
25 C -1.367 1.536 3.905  0.001
26 C -0.329 1.805 4.782  -0.002
27 C -0.554 2.510 5.970  0.000
28 C -1.847 2.888 6.225  0.000
29 O -2.327 3.587 7.307  0.000
30 C -3.750 3.552 7.177  0.000
31 O -4.055 3.123 5.853  0.000
32 C -2.878 2.609 5.355  0.000
33 C -2.679 1.944 4.175  -0.001
34 H 0.668 1.459 4.535  0.000
35 H 0.248 2.745 6.658  0.000
36 H -4.150 4.549 7.336  0.000
37 H -4.166 2.847 7.898  0.000
38 H -3.482 1.747 3.474  0.000
39 C 2.069 -5.839 1.799  0.000
40 C 1.876 -4.770 0.753  0.000
41 C 0.671 -4.653 0.074  0.001
42 C 0.460 -3.661 -0.879  -0.006
43 C -0.812 -3.675 -1.690  0.000
44 C 1.484 -2.738 -1.128  0.009
45 C 2.739 -2.895 -0.526  -0.004
46 C 3.899 -2.013 -0.916  0.001
47 C 2.907 -3.900 0.421  0.000
48 C 1.242 -1.581 -2.079  -0.001
49 O 1.883 -1.492 -3.110  0.000
50 O 0.325 -0.750 -1.663  -0.005
51 H 1.151 -5.999 2.367  0.000
52 H 2.860 -5.567 2.499  0.000
53 H 2.345 -6.794 1.341  0.000
54 H -0.136 -5.347 0.293  0.000
55 H -1.580 -4.270 -1.198  0.000
56 H -0.606 -4.122 -2.667  0.000
57 H -1.206 -2.679 -1.871  0.000
58 H 3.666 -0.956 -0.766  0.000
59 H 4.125 -2.145 -1.974  0.000
60 H 4.781 -2.254 -0.320  0.000
61 H 3.869 -3.997 0.917  0.000
62 F -1.488 -2.235 0.864  0.002
63 C -2.719 -1.397 0.759  0.002
64 F -2.352 -0.637 -0.437  0.002
65 C -3.763 -2.391 0.245  -0.001
66 F -3.607 -3.587 0.829  0.000
67 F -3.787 -2.599 -1.088  0.000
68 F -4.988 -1.943 0.568  0.000

No. 2
Entry from the OMol25 dataset: a structure of composition C27H23Co2O6Zr (the ωB97M-V functional and the def2-TZVPD basis).

Properties
largest force on an atom: 4.4 eV Å⁻¹
HOMO-LUMO gap: 6.1 eV
net charge: -1

Last column: Mulliken charge in e.
Geometry (Å):
1 C -0.966 0.066 -0.506  -1.531
2 Zr -2.950 0.274 -1.797  0.647
3 C -4.448 -0.874 -0.644  -1.354
4 C -2.017 0.009 -4.051  -0.424
5 C -1.617 -1.183 -3.350  -0.580
6 C -2.796 -1.967 -3.104  -0.656
7 C -3.925 -1.262 -3.639  -0.451
8 C -3.450 -0.046 -4.225  -0.628
9 C -2.406 2.738 -1.708  -0.344
10 C -3.170 2.497 -0.514  -0.651
11 C -4.498 2.110 -0.903  -0.548
12 C -4.559 2.101 -2.336  -0.535
13 C -3.267 2.502 -2.834  -0.628
14 H -0.086 0.563 -0.934  0.464
15 H -1.204 0.536 0.462  0.418
16 H -0.716 -0.994 -0.355  0.571
17 H -5.458 -0.843 -1.077  0.386
18 H -4.187 -1.940 -0.562  0.366
19 H -4.550 -0.498 0.386  0.437
20 H -1.343 0.752 -4.480  0.447
21 H -0.590 -1.470 -3.122  0.543
22 H -2.817 -2.959 -2.653  0.488
23 H -4.956 -1.615 -3.665  0.422
24 H -4.049 0.644 -4.818  0.545
25 H -1.385 3.119 -1.753  0.454
26 H -2.822 2.658 0.506  0.490
27 H -5.330 1.923 -0.226  0.513
28 H -5.452 1.929 -2.936  0.418
29 H -3.023 2.731 -3.871  0.538
30 O 6.550 0.681 -2.145  -0.414
31 C 5.631 0.469 -1.474  0.162
32 Co 4.234 0.132 -0.472  0.051
33 C 3.106 -0.724 -1.498  0.248
34 O 2.294 -1.275 -2.116  -0.458
35 C 4.773 -1.119 0.649  0.083
36 O 5.107 -1.964 1.367  -0.380
37 C 2.868 1.326 0.403  -0.088
38 C 2.270 0.710 1.504  -0.428
39 C 1.235 -0.122 1.759  0.386
40 C 1.308 -1.150 2.775  0.527
41 C 0.550 -2.346 2.609  -0.339
42 C 0.663 -3.389 3.525  -0.543
43 C 1.511 -3.263 4.635  -0.459
44 C 2.249 -2.089 4.817  -0.669
45 C 2.139 -1.040 3.909  -0.131
46 Co 3.792 1.631 1.904  0.459
47 C 5.232 2.345 1.174  0.406
48 O 6.183 2.882 0.796  -0.401
49 C 4.817 0.716 3.088  0.001
50 O 5.559 0.278 3.860  -0.373
51 C 3.207 2.964 2.946  -0.091
52 O 2.863 3.823 3.636  -0.391
53 H 2.338 2.051 -0.227  0.501
54 H 0.377 -0.119 1.098  -0.170
55 H -0.099 -2.432 1.730  0.292
56 H 0.086 -4.303 3.370  0.354
57 H 1.590 -4.077 5.354  0.341
58 H 2.912 -1.984 5.670  0.383
59 H 2.695 -0.114 4.065  0.327

No. 3
Entry from the OMol25 dataset: an isolated molecule of C3HNO2 (the ωB97M-V functional and the def2-TZVPD basis).

Properties
SMILES: N#CC(=O)C=O
largest force on an atom: 1.1 eV Å⁻¹
HOMO-LUMO gap: 9.3 eV

Last column: Mulliken charge in e.
Geometry (Å):
1 N -2.223 -1.277 0.066  -0.288
2 C -1.234 -0.741 -0.202  0.190
3 C 0.035 -0.096 -0.584  0.537
4 O 0.439 -0.085 -1.718  -0.414
5 C 0.815 0.573 0.549  0.020
6 O 0.354 0.694 1.651  -0.402
7 H 1.813 0.932 0.239  0.356

No. 4
Entry from the OMol25 dataset: an isolated molecule of C5H9F2N (the ωB97M-V functional and the def2-TZVPD basis).

Properties
SMILES: C[C@@]1(F)[C@H](N)C[C@@H]1F
largest force on an atom: 4.6 eV Å⁻¹
HOMO-LUMO gap: 10.4 eV

Last column: Mulliken charge in e.
Geometry (Å):
1 C 0.293 -1.131 1.746  -1.426
2 C 0.211 -0.262 0.496  1.049
3 F 1.409 0.351 0.375  -0.358
4 C -0.110 -0.842 -0.936  -0.387
5 N 0.977 -1.151 -1.865  -0.679
6 C -0.886 0.503 -1.234  -0.816
7 C -1.091 0.704 0.313  -0.195
8 F -1.055 1.925 0.872  -0.350
9 H 1.088 -0.914 2.398  0.409
10 H -0.634 -1.113 2.328  0.335
11 H 0.478 -2.202 1.538  0.328
12 H -0.702 -1.682 -0.710  0.480
13 H 1.429 -2.005 -1.609  0.282
14 H 1.721 -0.463 -1.758  0.292
15 H -1.804 0.638 -1.764  0.358
16 H -0.182 1.236 -1.603  0.250
17 H -1.928 0.250 0.708  0.429